Here is 12 unconnected molecules or ions with the total composition C70H168N12O13 in a non-equilibrium geometry from the Open Molecules 2025 dataset. Energies are from the ωB97M-V functional and the def2-TZVPD basis.

Structure (XYZ):
```
263
Properties=species:S:1:pos:R:3:lowdin_charge:R:1
C 7.0294 3.7059 -3.2228 -0.1112
O 6.8761 2.3160 -2.9999 -0.2152
C 8.0829 1.7042 -2.5829 -0.2290
C 7.7291 0.3118 -2.0809 -0.1891
N 7.0377 -0.3727 -3.1908 -0.0671
C 6.6050 -1.6726 -2.7879 -0.2432
C 6.5065 -2.6348 -3.9823 -0.1720
O 6.5198 -4.0488 -3.5897 -0.1987
C 5.4403 -4.3440 -2.7048 -0.1238
H 7.3103 4.2819 -2.3293 0.0846
H 6.0887 4.0854 -3.6878 0.0966
H 7.8758 3.9095 -3.8797 0.0814
H 8.6603 2.2618 -1.8406 0.1208
H 8.7423 1.5799 -3.4306 0.1157
H 7.1372 0.4152 -1.1471 0.1102
H 8.5779 -0.3816 -1.8249 0.1311
H 6.2171 0.1690 -3.4753 0.0775
H 5.6259 -1.6265 -2.2562 0.1098
H 7.3960 -1.9911 -2.1024 0.1171
H 7.4865 -2.4876 -4.5688 0.1481
H 5.6548 -2.3248 -4.5364 0.0832
H 5.5286 -5.4516 -2.5547 0.0961
H 4.4898 -4.2038 -3.2573 0.0835
H 5.4447 -3.8362 -1.7574 0.0652
C 4.7681 1.4029 2.0350 -0.0488
C 5.0082 2.1699 0.7145 -0.4281
C 3.9930 3.2777 0.7059 -0.1850
O 4.1977 4.1162 -0.4633 -0.1983
C 3.6581 3.4919 -1.5880 -0.1351
N 6.3561 2.7516 0.6169 0.0714
H 4.5832 2.1583 2.8432 0.0935
H 5.5441 0.7185 2.2743 0.0655
H 3.8967 0.7580 2.0005 0.0531
H 4.7969 1.5275 -0.1253 0.1138
H 4.1703 3.9241 1.5555 0.1275
H 2.9601 2.9354 0.6361 0.1142
H 3.5756 4.3449 -2.2564 0.0726
H 2.6421 3.1529 -1.3727 0.0663
H 4.2396 2.6754 -2.1054 0.0969
H 6.2852 3.5427 -0.0118 0.0590
H 6.5789 3.0804 1.5543 0.0752
C -3.7805 1.7348 3.3642 -0.0354
C -4.5819 1.9285 2.0848 -0.4605
C -5.7929 2.7740 2.3858 -0.2216
O -6.5299 2.7983 1.1725 -0.1980
C -7.5668 3.7643 1.2586 -0.1067
N -3.6997 2.4653 1.0871 0.0785
H -2.7539 1.4068 3.1430 0.0801
H -4.3557 0.9813 3.9525 0.0955
H -3.8890 2.6777 3.8526 0.0514
H -5.0874 1.0487 1.7320 0.1185
H -5.4922 3.7986 2.6851 0.1230
H -6.4182 2.4713 3.2145 0.1280
H -8.1293 3.7079 2.1728 0.0722
H -8.2867 3.6214 0.4362 0.0848
H -7.0753 4.7922 1.2256 0.1095
H -3.0083 3.0703 1.5238 0.0502
H -4.1749 2.8818 0.3131 0.0631
C -0.9597 -1.9174 -3.7343 -0.0472
C -2.4538 -1.7553 -4.0761 -0.4025
C -3.1531 -3.0861 -4.3774 -0.1946
O -2.9247 -3.5171 -5.7058 -0.1493
C -2.1687 -4.6436 -5.8262 -0.1555
N -3.1996 -1.0405 -3.0533 0.0650
H -0.5796 -0.8996 -3.6754 0.0684
H -0.4121 -2.5883 -4.3238 0.0497
H -0.9609 -2.3909 -2.7337 0.0749
H -2.4754 -1.1473 -4.9557 0.1300
H -4.2020 -2.8942 -4.2263 0.1040
H -3.0432 -3.8766 -3.6234 0.1182
H -2.6486 -5.5970 -5.6508 0.0760
H -1.4244 -4.7065 -4.9972 0.0777
H -1.6890 -4.7402 -6.7927 0.0894
H -3.7487 -0.2513 -3.3891 0.0604
H -2.6411 -0.8084 -2.2236 0.0304
C -0.2682 5.1711 3.8493 -0.0326
C -1.8354 5.0470 4.0586 -0.3927
C -2.5142 5.9533 5.0313 -0.1990
O -3.9070 5.7823 4.8305 -0.2130
C -4.6755 5.9484 5.9916 -0.1018
N -2.3738 5.1833 2.6680 0.0478
H -0.1020 6.2168 3.6254 0.0709
H 0.1378 4.5290 3.0885 0.0517
H 0.2997 4.9201 4.7371 0.0688
H -2.0406 4.0265 4.3194 0.1085
H -2.2493 7.0114 4.8377 0.1391
H -2.3673 5.6783 6.0823 0.1272
H -4.5036 6.8297 6.5489 0.0787
H -4.4633 5.1048 6.6310 0.0874
H -5.6808 5.8519 5.6747 0.0799
H -1.9535 6.0736 2.3394 0.0722
H -3.3758 5.2146 2.6685 0.0474
C -7.7540 0.6914 -1.6687 -0.0594
C -7.0310 0.9250 -3.0219 -0.4185
C -5.8271 1.8835 -2.7372 -0.2166
O -5.1282 2.1927 -3.9433 -0.2070
C -4.1495 3.1983 -3.7067 -0.1196
N -6.6279 -0.3388 -3.6230 0.0402
H -6.9814 0.3514 -0.9498 0.0588
H -8.4553 -0.1624 -1.6885 0.0828
H -8.2881 1.5563 -1.3085 0.0581
H -7.7014 1.4967 -3.7059 0.1424
H -5.0892 1.4574 -2.0488 0.1147
H -6.2730 2.8030 -2.3474 0.1217
H -3.2269 2.9677 -4.2430 0.0832
H -3.9252 3.2898 -2.5713 0.1015
H -4.5907 4.1753 -3.9706 0.0927
H -5.9375 -0.0972 -4.3539 0.0722
H -6.1360 -0.9096 -2.9110 0.0502
C -0.0573 0.7766 1.4352 -0.0492
C -0.2095 0.5541 -0.0601 -0.4220
C 0.7166 -0.5721 -0.4338 -0.2242
O 2.0365 -0.1216 -0.1600 -0.1924
C 2.9177 -1.2107 -0.3439 -0.0910
N -1.5956 0.3225 -0.5553 0.0664
H 0.9539 0.8379 1.7973 0.0558
H -0.7224 -0.0057 1.9205 0.0903
H -0.4375 1.8327 1.6478 0.0852
H 0.0847 1.5113 -0.5028 0.1110
H 0.5509 -0.8320 -1.4862 0.0955
H 0.5221 -1.5455 0.0853 0.1336
H 2.4481 -1.9526 -1.0324 0.0975
H 3.1181 -1.6821 0.6198 0.0789
H 3.8579 -0.8857 -0.7254 0.0575
H -1.8503 -0.6812 -0.2884 0.0700
H -2.2937 0.8349 -0.0391 0.0257
C 2.3931 -1.1525 -4.4094 -0.0398
C 2.8726 0.2231 -4.0231 -0.4843
C 3.7670 0.9153 -4.9587 -0.1922
O 4.9539 0.1495 -4.9895 -0.2098
C 5.8432 0.6002 -5.9614 -0.0996
N 1.6979 1.0141 -3.7199 0.0663
H 1.8213 -0.9867 -5.3612 0.1070
H 1.8113 -1.7615 -3.7513 0.0486
H 3.2310 -1.7334 -4.7368 0.0576
H 3.3516 0.1015 -3.0614 0.1218
H 3.8332 1.9201 -4.5094 0.1299
H 3.2385 0.9471 -5.9130 0.1409
H 6.7443 0.0650 -5.9368 0.0654
H 6.1292 1.6455 -5.7431 0.1021
H 5.4035 0.3966 -6.9298 0.0942
H 1.2809 0.5822 -2.8782 0.0619
H 2.0026 1.9257 -3.3890 0.0517
C 3.8573 -1.7763 4.8174 -0.0263
C 2.4164 -1.3174 5.1194 -0.5445
C 1.4925 -1.7974 4.0022 -0.1195
C 0.0060 -1.5985 4.3823 -0.1455
C -0.2207 -2.4608 5.6343 -0.1342
C 0.6902 -2.0277 6.8032 -0.5016
N 2.0603 -2.0705 6.2805 -0.1019
O 2.9502 -1.7518 7.3327 -0.0431
C 0.2794 -0.6876 7.4564 -0.0103
C 0.5025 -3.1032 7.8533 -0.0453
C 2.5083 0.2091 5.2254 -0.0123
H 3.8367 -2.8858 4.7552 0.1007
H 4.5660 -1.3328 5.5323 0.0880
H 4.1419 -1.2957 3.9074 0.0566
H 1.7102 -1.1449 3.1462 0.1077
H 1.7548 -2.8028 3.7107 0.0947
H -0.6769 -1.8935 3.5713 0.0899
H -0.0943 -0.5386 4.5982 0.0979
H -0.0061 -3.4711 5.3972 0.0992
H -1.3080 -2.4584 5.9121 0.1274
H 1.0080 -0.5399 8.2600 0.0840
H 0.3974 0.1980 6.8294 0.0626
H -0.6986 -0.7247 7.8684 0.0739
H 0.9609 -2.8582 8.8087 0.0854
H -0.5012 -3.3364 8.0125 0.0639
H 0.9272 -4.0401 7.5257 0.0876
H 3.0116 0.6702 4.3430 0.0840
H 3.0609 0.3892 6.1508 0.0920
H 1.5357 0.6129 5.3233 0.0388
H 3.2595 -2.6301 7.6990 0.1403
C 1.0100 -5.3529 -2.6235 -0.0266
C 0.9594 -6.1886 -1.3485 -0.4899
C 1.9384 -7.3846 -1.5352 -0.1077
C 2.3883 -8.0055 -0.1910 -0.1562
C 2.9488 -6.9296 0.7350 -0.1382
C 2.0066 -5.7435 1.0425 -0.4456
N 1.6153 -5.2964 -0.3382 -0.0996
O 0.8511 -4.1572 -0.2576 -0.0783
C 0.8015 -6.0775 2.0230 -0.0132
C 2.8589 -4.5854 1.6844 -0.0199
C -0.4509 -6.6770 -0.9387 -0.0079
H 0.5275 -4.3849 -2.5250 0.0601
H 0.5019 -5.8057 -3.4557 0.0771
H 2.0588 -5.1475 -2.7925 0.0727
H 1.3623 -8.0879 -2.1072 0.1082
H 2.8297 -7.0748 -2.1293 0.1252
H 3.1543 -8.7196 -0.3304 0.0973
H 1.6294 -8.5265 0.2813 0.0799
H 3.8743 -6.4818 0.3623 0.1115
H 3.2835 -7.3859 1.6764 0.1211
H 0.2588 -5.1744 2.3109 0.0605
H 0.0253 -6.6821 1.5650 0.0453
H 1.0961 -6.6447 2.9463 0.0999
H 3.7397 -4.4750 1.0602 0.0766
H 2.3250 -3.6338 1.6374 0.0520
H 3.0115 -4.9781 2.6794 0.0802
H -1.0090 -5.8156 -0.4345 0.0841
H -0.2997 -7.5000 -0.2594 0.0549
H -0.9740 -7.1129 -1.8155 0.0979
H -0.0422 -4.3102 0.1042 0.0811
C -0.6834 6.7940 -0.7074 -0.0057
C 0.0014 5.4727 -1.2984 -0.4884
C -1.0800 4.6449 -1.9974 -0.1315
C -1.4879 5.3652 -3.2404 -0.2147
C -0.3745 5.5378 -4.1613 -0.1359
C 0.7772 6.3248 -3.5514 -0.5158
N 1.1210 5.7100 -2.1985 -0.0657
O 2.0031 6.6074 -1.5327 -0.0386
C 2.0152 6.1892 -4.3854 -0.0473
C 0.4869 7.7899 -3.4510 -0.0430
C 0.5389 4.6118 -0.1404 -0.0335
H -1.5895 7.1595 -1.2218 0.0705
H -0.0777 7.6931 -0.6507 0.0706
H -1.0297 6.4619 0.3065 0.0633
H -0.6613 3.6438 -2.2143 0.1265
H -1.8008 4.4590 -1.1786 0.1271
H -1.9673 6.2817 -3.0337 0.0949
H -2.2582 4.7831 -3.7572 0.0853
H -0.7093 6.0385 -5.0354 0.1218
H -0.1033 4.5154 -4.4372 0.1346
H 1.9096 6.5427 -5.4355 0.1008
H 2.7710 6.8543 -3.9503 0.0842
H 2.3210 5.1263 -4.3322 0.0858
H 0.4491 8.1833 -4.4617 0.0873
H -0.4614 8.0434 -3.0045 0.0684
H 1.2798 8.4049 -2.9867 0.0996
H 1.4259 4.9725 0.3397 0.0726
H 0.7210 3.5961 -0.5645 0.0633
H -0.2439 4.4957 0.6358 0.0678
H 2.7791 6.0554 -1.3330 0.0857
C -3.2494 -3.5046 -0.1925 -0.0007
C -4.5691 -3.0841 0.4777 -0.5335
C -5.5969 -4.1840 0.4678 -0.1496
C -5.2557 -5.2932 1.4748 -0.1344
C -5.1688 -4.6102 2.8806 -0.1598
C -4.2204 -3.4545 2.9835 -0.4818
N -4.5212 -2.5431 1.8237 -0.0596
O -3.4138 -1.6671 1.9181 -0.0556
C -4.4500 -2.6799 4.2820 -0.0294
C -2.7268 -4.0313 3.0232 -0.0118
C -5.1906 -1.9274 -0.3407 -0.0364
H -3.5310 -3.6247 -1.2233 0.0732
H -2.8645 -4.4284 0.1647 0.0423
H -2.4807 -2.7315 -0.1034 0.0700
H -6.5907 -3.7561 0.7283 0.1346
H -5.7646 -4.5171 -0.5467 0.1166
H -4.2640 -5.7286 1.2820 0.0969
H -6.0987 -6.0321 1.6037 0.1263
H -4.9141 -5.2532 3.6885 0.1070
H -6.1903 -4.2785 3.1409 0.1231
H -4.3545 -3.3096 5.1303 0.0698
H -3.7791 -1.8628 4.4816 0.0655
H -5.4817 -2.2950 4.1135 0.1017
H -2.0935 -3.3045 2.5807 0.0334
H -2.4108 -4.2279 4.0761 0.0934
H -2.4288 -4.8605 2.3795 0.0588
H -5.9510 -1.4301 0.3444 0.1129
H -5.5532 -2.3738 -1.2646 0.0793
H -4.3896 -1.2564 -0.5814 0.0466
H -3.7070 -0.8149 1.6508 0.0579
```

gap between HOMO and LUMO: 8.74 eV
molar mass: 1386.185 Da
HOMO energy: -0.3059 Ha
E_tot: -119801.1031 eV
SMILES: CC1(C)CCCC(C)(C)N1O.CC1(C)CCCC(C)(C)N1O.CC1(C)CCCC(C)(C)N1O.CC1(C)CCCC(C)(C)N1O.COC[C@H](C)N.COC[C@H](C)N.COC[C@H](C)N.COC[C@H](C)N.COC[C@H](C)N.COC[C@H](C)N.COC[C@H](C)N.COCCNCCOC
strongest force on any atom: 3.34 eV Å⁻¹